The following is a DFT calculation (ωB97M-V/def2-TZVPD) of 6 unconnected molecules or ions with the total composition C42H43F6N4O5 at a distorted geometry.

Its charge is +1. The value obtained for the highest occupied orbital energy is -10.69 eV. The HOMO-LUMO gap comes out at 0.2810 Ha.

```
100
C42H43F6N4O5, DFT ωB97M-V/def2-TZVPD
C -4.2161 -2.8497 -5.4572
C 0.7148 -4.5188 -3.9293
C 1.5965 -1.2126 7.0498
H -4.2877 -2.2500 -4.5580
H -2.8798 4.9584 3.0017
H 3.6103 3.5844 0.6816
C 0.1424 -1.1647 -2.6112
C 5.5933 3.0332 3.3758
C -0.6194 1.2742 -2.2531
H -5.7999 5.7084 -0.0185
C 4.5788 -5.2582 -2.2255
H -5.3754 8.1513 0.1662
C -0.1435 1.6544 5.5181
H -2.8311 -5.6986 -6.6606
C -0.4590 -5.2629 -3.2562
F -5.5685 -1.2951 -6.5899
H 0.6260 -1.9318 10.2113
H -0.2513 1.9605 -1.4596
F -0.0958 -6.2233 -2.3583
H 0.0013 1.5437 6.5863
H 0.1542 1.3057 -3.0590
C 1.2761 -3.3843 8.7553
C 4.8021 -3.8966 -2.9155
C -3.8702 7.9240 1.6800
H -3.7531 2.2363 -2.4612
H 5.3174 -5.4515 -1.4182
H -1.4506 3.8016 -1.5031
O 3.6316 -5.3526 -5.1281
H 1.7090 -0.3558 6.3975
C 4.7899 3.5908 4.3615
H 5.1066 3.6090 5.3967
C 1.7396 -3.5781 7.4589
H -1.6680 -0.5351 -1.5051
C 3.1303 4.1299 2.6994
H -3.0314 1.2884 -1.1490
C 3.5669 4.1304 4.0103
C -4.7901 -3.1697 -7.7774
H -2.9824 -4.3730 -4.5773
C -0.5107 1.9392 2.8002
H 6.5503 2.6008 3.6396
N 1.1816 -0.8638 -3.4543
H 1.6615 -4.9921 -3.5825
C -3.4033 -4.7778 -6.6458
O 4.8684 -2.9016 -2.3011
C 2.9380 -3.2060 -5.7931
C 3.9393 3.5819 1.7136
C -4.8603 -2.4348 -6.6083
H -3.2203 4.2384 -1.3486
H 4.6122 -6.1092 -2.9428
C 1.1426 -1.0338 8.3425
C -2.4600 3.4474 -1.1894
C -3.1642 7.0314 2.4770
H 1.1460 -4.2311 9.4173
H -0.8018 -2.8798 -2.1857
C 5.1692 3.0315 2.0520
H 3.5447 -5.2304 -1.8036
C 1.9021 -2.4925 6.6074
C -4.0523 -4.3455 -7.7963
H -2.3753 3.2350 -0.0977
C 3.8734 -4.1915 -5.0404
H 2.1663 4.5554 2.4553
H 0.0694 3.9779 3.0554
O -1.8294 1.6629 -2.8570
H -1.0627 -0.1254 2.7767
C 1.5230 -2.0239 -4.0845
H 2.2671 -2.6425 5.5987
F 2.7850 4.6673 4.9641
H 1.9740 -4.5778 7.1134
N 0.7624 -3.0846 -3.6454
C -4.3621 5.2156 1.4837
F -0.6899 2.0817 1.4683
H 5.7995 2.6000 1.2837
C -3.4145 5.6689 2.3827
C -2.8018 2.0894 -1.8975
C -3.4867 -4.0324 -5.4747
H 0.6455 -4.7315 -5.0205
C -0.6262 -0.2067 -1.7033
C -0.5483 0.5649 4.7550
N 2.4835 -2.0638 -5.0034
H -3.9839 -4.9247 -8.7088
C -0.1038 3.0283 3.5453
H 3.5262 -2.8026 -6.6531
H 0.3874 3.7352 5.5094
C -5.0672 6.0923 0.6804
C -4.8225 7.4552 0.7844
H -3.6768 8.9869 1.7579
C -0.7388 0.7092 3.3867
H -0.7153 -0.3962 5.2259
F -4.6021 3.8935 1.3881
H -0.1086 -0.1969 -0.7115
F 0.8524 0.2078 8.7719
O -1.5888 -5.0924 -3.4669
N -0.0635 -2.4844 -2.7623
C 0.9803 -2.1035 9.2027
H -5.3095 -2.8220 -8.6613
C 0.0759 2.8866 4.9144
H 2.9605 -1.1806 -5.1744
O 4.9826 -3.7811 -4.3273
H -2.4191 7.3972 3.1725
H 2.0857 -3.7413 -6.2639
```

***

The following is a DFT calculation (ωB97M-V/def2-TZVPD) of 6 unconnected molecules or ions with the total composition C42H44Cl5N4O6 at a distorted geometry.

Its charge is +3. The value obtained for the highest occupied orbital energy is -11.09 eV. The HOMO-LUMO gap comes out at 0.0533 Ha.

```
101
C42H44Cl5N4O6, DFT ωB97M-V/def2-TZVPD
H 7.5820 2.5088 -6.8432
C -11.1720 -1.1464 2.0360
H 5.3582 0.4366 -8.3317
H 3.2640 3.8805 -2.7899
H 3.6816 1.2262 -6.6726
C 5.6181 -5.4158 0.0013
H -5.4626 5.3585 6.6292
H -3.6536 4.5167 5.2420
C 9.6696 -4.1007 0.5950
C -14.7155 -2.4732 2.1167
H 5.9179 4.0995 1.8056
H 6.9352 -5.6869 1.9846
O 0.7610 -0.6359 1.9443
H 11.9067 -4.6336 -0.9485
H 15.2778 -2.5456 2.6702
C -11.3988 0.2402 1.9240
C -13.7627 -0.1026 1.9100
C 9.0350 -3.8325 -0.6426
C 5.3641 2.6059 -4.1590
H -5.8758 3.4277 -3.2622
C -15.1695 0.4474 1.8880
C 4.1224 4.1710 -0.8120
N 5.6578 1.9151 -6.8508
C -17.1913 -2.7445 2.6311
O -1.0746 0.8167 1.1348
C 5.2946 3.1044 -2.7152
C 8.9325 -4.7200 1.6191
C -16.2715 -0.5272 2.1568
H 4.9921 -5.1162 0.8418
H 14.2266 -3.7245 -0.5105
H 4.2174 4.5469 1.7579
O -15.4617 1.6552 1.6503
H -4.8411 3.4406 -4.6702
C -12.2783 -1.9318 2.1079
O -1.4176 -1.3064 1.9374
H -16.9826 -3.7583 2.9394
C -4.7571 4.6763 7.1036
H 3.2387 4.5178 -0.2971
H -19.3001 -3.0465 2.7512
C 5.6235 1.4910 -8.2551
C 7.8059 -4.2750 -0.8432
C -18.5368 -2.3248 2.5006
C 12.7000 -2.5063 2.1554
H -12.2255 -2.9747 2.3837
H 7.2727 -4.0717 -1.7601
H -2.9384 5.7210 6.2998
C -5.8502 1.4728 -4.2933
Cl -5.7069 1.0130 -5.9601
H -6.8008 1.0354 -3.9883
C 4.4548 1.7652 -6.1452
N 13.6763 -2.9699 1.3329
C 11.3626 -2.8280 1.9894
C 11.0656 -3.6553 0.8581
H -5.1193 0.9523 -3.6746
H -19.6942 -0.5183 2.3464
H 13.0781 -1.8387 2.9155
H 7.1010 3.3256 0.1512
C -16.0729 -1.8896 2.3310
C 4.1604 3.7662 -2.1985
H 10.6786 -2.3893 2.7008
C 13.4073 -3.7240 0.1932
C -12.7084 0.7945 1.9717
C 5.1665 4.6399 1.2299
C 6.7230 2.3503 -6.2081
O -14.5371 -3.7378 2.0712
O -0.4299 -1.1709 -0.0198
C -5.7795 3.0474 -4.2791
Cl -2.3618 3.4956 7.0022
H 6.6232 1.6678 -8.6519
C 6.6301 2.7556 -4.8974
H 15.3806 -1.6353 1.1515
C 4.3480 1.9945 -4.8252
N 5.1675 3.9895 -0.0526
C 6.4482 3.1196 -1.8845
H -4.6634 4.7655 8.1859
H 9.6067 -3.5239 -1.5053
H 5.5366 5.6391 1.0003
C 12.1097 -4.0523 -0.0612
C -17.6577 -0.1060 2.1046
C 6.3369 3.5631 -0.5742
Cl -7.0678 3.8603 -5.2356
Cl -5.5797 3.0647 6.8239
C 15.0580 -2.5735 1.6029
N 7.0401 -4.8322 0.1392
Cl -0.5154 -0.5003 1.2484
H -10.2162 -1.6253 1.8823
C -18.7047 -0.9472 2.2873
H 3.4766 1.7213 -4.2485
H 15.7945 -3.3304 1.3332
H 7.5688 2.9723 -4.4092
C -3.4407 4.7538 6.2844
H -17.9047 0.9217 1.8831
H 4.8327 2.0560 -8.7487
H 5.0805 -5.2052 -0.9233
H 7.3492 2.6814 -2.2879
H 5.7069 -6.5009 0.0540
C -13.5875 -1.4700 2.0037
H -12.9183 1.8531 1.9308
H 9.4010 -5.0674 2.5280
C 7.5845 -5.1180 1.3357
H -10.6057 0.9691 1.8460
```

***

The following is a DFT calculation (ωB97M-V/def2-TZVPD) of a molecular structure, C42H44ClN3O5SiTeTi at a distorted geometry.

The value obtained for the highest occupied orbital energy is -7.33 eV. The calculation puts the energy above the lowest of the compared OMol25 structures with the same formula, charge and spin at 6.7 kcal/mol. The HOMO-LUMO gap comes out at 0.2211 Ha.

```
98
C42H44ClN3O5SiTeTi, DFT ωB97M-V/def2-TZVPD
C -11.9932 17.3248 -6.6552
H -9.7940 16.1079 -3.0570
C -12.6547 15.1150 -5.5177
C -15.5319 19.3761 -2.9549
C -9.9379 10.1212 -3.2640
C -14.8960 18.8874 3.0318
H -8.3341 15.0755 -3.5884
H -14.1677 11.9891 -1.8689
H -8.7416 15.2575 -1.8736
H -14.5407 20.4827 4.4551
C -19.8364 16.5057 5.4881
H -12.8362 14.7236 -6.5070
H -12.5041 10.9535 -2.7358
C -14.6557 20.2274 3.3628
C -20.8863 15.6358 2.5995
C -15.0913 19.4190 0.8097
H -11.9914 19.4558 -2.3775
C -11.5382 14.2003 -2.7247
O -16.1004 12.5920 -0.1358
H -20.4884 15.8184 6.0549
C -11.2356 14.7557 1.5745
H -9.1212 10.1224 -3.9831
C -13.4574 15.7241 1.8079
C -12.0133 17.1874 -4.2738
H -13.5441 14.8178 -4.9058
H -21.8942 15.1504 2.8479
H -10.1429 19.1701 -8.3343
C -15.0289 21.3175 -1.3837
C -10.4093 11.5354 -3.0170
C -9.6407 12.7052 -3.0272
Si -19.5581 15.6122 3.8929
C -17.2639 16.5958 2.1080
H -11.8014 19.0138 -8.7667
C -11.4966 18.6640 -6.7054
C -12.3537 13.0378 -2.6228
H -10.7467 9.4932 -3.5625
C -10.6897 15.2118 4.3085
O -16.5049 13.7409 1.9535
H -12.2812 16.7734 -7.5348
Cl -16.8692 13.6460 0.5317
C -9.6517 14.7648 3.4245
C -16.2087 17.2827 -1.8941
H -19.9302 13.1714 4.5965
C -15.3265 19.9354 -1.6705
C -11.1608 19.3396 -7.9801
H -14.4759 13.2730 -3.1045
H -10.3107 18.6800 -2.4123
H -8.5873 12.5653 -3.1208
C -9.2145 15.2059 -2.8628
O -16.3800 15.0022 0.0114
H -20.3159 17.5046 5.3766
C -9.9111 14.5237 2.0740
H -14.9386 18.1215 3.7930
C -14.8155 20.8141 0.9882
H -11.8402 14.4768 -5.1720
C -18.0176 16.3711 3.0590
H -18.4084 13.8588 5.2405
N -15.1349 18.5165 1.7557
Te -12.3298 16.2941 -2.3459
H -14.0679 13.7979 -1.4971
H -16.4302 16.2168 -1.9629
H -14.8761 22.0263 -2.1827
N -13.7049 16.0595 0.6069
H -8.6822 14.7936 3.8614
C -19.0586 13.7684 4.3114
Ti -15.6528 16.4659 1.1079
C -16.2090 18.1717 -3.0118
H -10.6464 20.1381 -3.2752
H -9.5182 9.7719 -2.3441
C -12.1782 15.3074 2.4283
H -14.7253 22.8533 0.0136
H -11.2137 20.4718 -7.8383
C -15.4634 19.0002 -0.5575
C -11.7473 11.7469 -2.8043
C -14.6672 21.2002 2.3380
H -21.0759 16.7332 2.4099
N -15.9166 17.7311 -0.6766
H -18.4693 13.2977 3.4840
H -9.1893 14.1346 1.3895
H -11.4857 14.4380 0.5810
C -11.9443 15.5211 3.7976
C -11.1003 19.1788 -2.9718
H -10.9598 20.2218 -5.3838
O -18.3311 13.6209 0.2981
H -10.4546 15.3209 5.3665
C -14.7718 21.7671 -0.1418
H -16.5085 17.7237 -3.9580
C -13.8462 13.0060 -2.2585
C -11.2550 19.1906 -5.4679
H -15.0634 19.8449 -3.8955
H -12.7533 15.9349 4.3870
H -14.6052 22.2637 2.6219
C -10.1194 13.9856 -2.8653
O -14.5290 15.9149 2.6539
H -20.4311 15.1777 1.6812
C -11.4504 18.4924 -4.2423
C -12.2306 16.5365 -5.5139
H -18.9304 16.6339 6.1407
```

***

The following is a DFT calculation (ωB97M-V/def2-TZVPD) of a molecular structure, C42H44ClNO4P2RuSi at a distorted geometry.

The spin multiplicity is 6. Its charge is +1. The value obtained for the highest occupied orbital energy (alpha / beta) is -9.12 / -10.90 eV. The calculation puts the energy above the lowest of the compared OMol25 structures with the same formula, charge and spin at 0.6 kcal/mol. The HOMO-LUMO gap (alpha / beta) comes out at 0.2526 / 0.2398 Ha.

```
96
C42H44ClNO4P2RuSi, DFT ωB97M-V/def2-TZVPD
C -3.6878 -3.5628 0.8541
H -2.3175 -2.8458 -5.5330
C -1.4263 -3.2346 -5.0527
C 0.3455 0.9243 -3.8774
O -0.0580 2.4046 0.0557
H 3.5968 -6.2674 2.7131
C -1.2391 2.8240 0.7166
H 0.6912 -1.8655 7.1661
H -4.6211 -2.5940 -2.2546
H 1.7420 -4.6390 -3.3555
H 5.7681 2.8939 2.3558
C 0.3068 3.2261 -1.0528
C 4.6026 1.4816 3.4693
C 0.8169 -1.2149 5.1342
H 1.1994 -2.5006 2.7989
C -0.1018 0.1134 6.9176
H -1.1048 2.5847 1.7745
H -3.3539 2.5600 0.6407
C 3.3614 -1.5438 0.0401
C 1.5894 -4.8343 -0.2519
H -4.0438 -0.0182 -0.2937
H 6.7205 -0.3013 -1.3846
H 4.3623 -1.5866 1.9454
C 0.5664 -0.1819 4.2374
C -0.6980 -4.2390 -5.6709
N 1.7389 -1.7927 2.3052
C -1.0179 -2.7152 -3.8264
C 0.4384 -4.7489 -5.0612
H 3.1954 -3.8478 2.5727
C 2.7904 1.6327 1.3714
C 3.9537 2.3868 1.3352
H 4.7748 -0.6106 -2.8909
H -0.8100 2.0640 6.3728
C 5.6517 -0.9157 0.3713
C -3.9894 -2.7216 -1.3824
H 2.7355 -7.7785 0.9551
C 2.8016 -4.5026 1.8062
H -0.8448 -2.1291 -0.2862
C 1.8345 -6.1970 -0.1755
H 5.3169 1.4158 4.2795
C 2.5266 0.8123 2.4641
H 1.0185 -4.4340 -1.0824
Cl 1.8169 -0.4439 -5.0309
H 1.0585 1.7169 -4.0258
O 1.0827 0.5368 -1.6716
H -3.5253 -0.8708 1.1731
H -2.9418 -0.6086 -3.6635
C 2.0736 -3.9826 0.7365
H 1.0147 -5.5248 -5.5476
C 3.4351 0.7415 3.5190
C 4.4525 -1.3732 0.8881
H 3.2309 0.1003 4.3675
O -0.9106 -0.2902 -2.1726
H 1.2931 -2.1315 4.8109
H 1.2417 2.8372 -1.4430
C 3.4807 -1.2626 -1.3199
H -4.3519 0.6947 1.3113
H -0.2178 1.7983 3.9839
H -1.7405 -3.2443 1.7110
H -1.0140 -4.6169 -6.6342
Si -1.9461 -1.3878 -2.9134
O -2.3746 0.7417 0.7027
C 0.8484 -4.2544 -3.8319
H 2.6336 -1.3741 -1.9860
H 0.4708 -2.8385 -2.2762
H 6.4944 -0.7649 1.0339
C -1.8992 -2.4396 -0.2740
H 1.4538 -6.8558 -0.9445
C 0.2241 0.4068 -2.5922
C 5.7746 -0.6445 -0.9863
H -2.5287 2.0879 -0.8663
H -0.3610 0.2245 7.9617
H 4.1620 3.0246 0.4862
C -2.3805 -3.0958 0.8485
C -3.6494 0.1046 0.7174
H -1.3815 3.9013 0.6033
C 3.0361 -5.8659 1.8793
C 0.4849 -1.0612 6.4726
P 1.7600 -2.1876 0.6041
H -0.4750 0.8361 -4.5725
Ru -0.0156 -0.2036 0.1798
H 0.4458 4.2566 -0.7171
C -0.0304 0.9950 4.6887
H 2.0898 1.6675 0.5477
C 0.1293 -3.2394 -3.2281
C -2.4609 2.0807 0.2283
C -0.3569 1.1458 6.0244
C -4.4888 -3.3762 -0.2647
C -2.6855 -2.2281 -1.4023
C 4.6901 -0.8194 -1.8325
H -5.5060 -3.7456 -0.2667
C 2.5543 -6.7141 0.8908
H -4.0778 -4.0702 1.7263
P 1.0255 -0.2216 2.4792
H -0.4457 3.1986 -1.8455
C 4.8566 2.3114 2.3833
```

***

The following is a DFT calculation (ωB97M-V/def2-TZVPD) of a molecular structure, C42H44FN5O2PbS4SeSi at a distorted geometry.

Its charge is -2. The value obtained for the highest occupied orbital energy is -2.75 eV. The calculation puts the energy above the lowest of the compared OMol25 structures with the same formula, charge and spin at 25.3 kcal/mol. The HOMO-LUMO gap comes out at 0.2364 Ha.

```
101
C42H44FN5O2PbS4SeSi, DFT ωB97M-V/def2-TZVPD
H -5.4810 -0.7220 3.2457
C 0.3934 5.0530 3.5154
H -0.2251 -0.5629 4.0141
H 6.4843 -3.2430 -3.0775
H -1.7629 4.7720 0.7365
H 0.2763 -2.3969 -5.3344
S -0.3856 2.9119 6.7898
H 0.8072 6.0557 1.7168
H -2.5681 -3.5416 1.7286
H 1.1891 -5.8727 -2.9823
C 0.3476 -3.4082 -4.9373
Pb 0.0305 -1.1853 0.9455
C -2.3438 1.5153 1.3349
C -2.7418 -1.7310 -0.3987
H 3.3215 1.3170 -1.7037
H -1.4436 -1.2851 6.0070
Se 2.1226 -2.7550 -2.2076
C 6.1509 -0.1966 -0.7269
C 5.1308 -1.1941 -0.6452
H 2.4976 0.1718 -0.7781
H -1.1362 -0.0258 -5.2277
H 2.5962 1.7972 -4.1744
C -2.7115 -2.5899 4.9861
C -2.3501 -2.9464 2.6517
C -1.7276 -1.6548 5.0438
H 2.8876 -3.3061 -6.3347
N 2.4330 0.8287 -1.5447
H -3.0877 3.5585 -1.8324
H -2.9292 5.0436 2.8396
H 7.8536 0.5000 -1.7302
C 0.4019 3.8936 4.2310
H -0.4888 -3.6311 -4.2273
C -0.4361 -0.3057 -3.2267
O 1.3250 7.1383 4.8567
C 1.4803 4.0034 1.7010
H 1.9191 3.9807 0.7447
C -0.0910 4.1193 5.6128
H -3.2309 -0.4706 2.9921
H 1.9077 1.9383 2.0026
H -3.5234 -4.3760 -2.1598
C -3.1320 2.8673 3.1583
C -2.5448 2.5473 -1.7943
H 0.2421 -4.1639 -5.7447
H 4.0407 -2.7314 -4.9960
Si 1.9620 -3.8880 -4.1673
C -2.9646 -0.4289 0.2319
H 0.8316 1.8577 4.1271
C -1.6185 -3.4781 -1.2116
H -4.0107 -0.1166 0.1630
S 0.0751 6.4050 4.6252
C -2.9448 -3.6141 -1.6711
H -0.7506 3.3769 -0.9185
C 7.3551 -1.3827 -2.4813
H 6.1937 0.6369 -0.0534
H -0.6655 -3.9717 -1.5098
C -1.2882 -2.0311 2.7060
C 3.3262 -3.5418 -5.3494
C -5.2004 0.2474 2.8052
C 6.3657 -2.3843 -2.4164
H -3.5925 0.5563 4.2537
C -1.4175 2.5063 -0.7333
H -5.8477 1.0989 3.1555
H -5.2323 0.2611 1.6626
N 0.4511 -0.0517 -2.2680
H 2.9244 -6.0946 -3.2972
C 1.9739 -5.7800 -3.7377
H -3.2498 1.7640 -1.4871
C -3.0736 -3.2432 3.8193
C -3.7116 0.4581 3.2072
H -1.3029 -0.9078 -2.9425
H 8.2471 -1.5070 -3.0196
O -1.0423 7.1960 4.2441
S 3.9044 -0.9929 0.5868
H 1.7805 -6.4263 -4.6368
C 1.7284 1.1831 -3.9018
C 1.4611 2.7967 2.3837
S 4.0470 -3.5620 -1.6160
C 7.2064 -0.3104 -1.6150
C 5.2337 -2.2531 -1.5628
N -1.4973 -2.3697 -0.4481
H 3.9511 -4.4303 -5.4528
C -1.0287 -1.3344 3.8763
H -4.7992 -2.3724 -1.3535
C -2.1582 3.8852 1.2192
C -0.3632 0.2043 -4.5002
C -3.6588 -2.5700 -1.1058
H -3.6915 2.8916 4.0728
C -2.7239 3.9859 2.4484
F -3.3853 -2.9189 6.1399
C 0.8678 2.7255 3.6250
N -0.1927 5.4143 5.9239
H 0.8250 1.4828 -5.7520
H -0.8961 1.5909 -0.9302
H -3.8642 -3.9513 3.8250
C -2.9783 1.6416 2.5626
C 1.5761 0.6449 -2.5656
H -2.2297 2.4622 -2.8122
C 0.8740 5.0865 2.2313
C -1.9571 2.6634 0.6642
C 0.7135 0.9365 -4.8144
N -2.0352 0.2361 0.7015
```